1.
Entry from the OMol25 dataset: one molecule with the formula C5H5ClN2 at a distorted geometry (ωB97M-V with the def2-TZVPD basis set).

Cartesian coordinates (Å):
C: 0.334 -1.802 1.518
C: -0.335 -0.689 1.374
Cl: -1.505 -0.016 2.468
N: -0.201 0.015 0.179
C: -0.661 1.226 -0.251
C: -0.108 1.454 -1.520
C: 0.770 0.415 -1.683
N: 0.665 -0.422 -0.670
H: 0.440 -2.180 2.557
H: 0.968 -1.941 0.672
H: -1.443 1.688 0.345
H: -0.213 2.128 -2.353
H: 1.289 0.124 -2.637

Forces on the atoms, in the same order (eV/Å):
C 0.42 0.17 2.35
C -1.22 0.36 0.44
Cl 0.41 -0.11 -0.09
N -0.26 2.60 -1.01
C -1.49 0.59 -0.34
C -0.51 0.63 0.92
C 0.11 -1.88 -1.02
N 2.70 -2.41 -1.72
H -0.25 -0.38 -1.25
H 0.61 -0.94 -0.02
H 0.33 0.23 -0.44
H -0.62 0.74 0.68
H -0.24 0.38 1.51

Values from the calculation:
frontier orbital gap: 0.3639 hartree
ΔE to the lowest compared entry with this formula, charge and spin: 33.4 kcal/mol
SMILES: C=C(Cl)n1cccn1

These are the natural (NBO) partial charges, in e, on atoms 1 to 6: -0.44, 0.14, 0.02, -0.20, -0.04, -0.34

2.
Entry from the OMol25 dataset: one molecule with the formula C6H8O2 at a distorted geometry (ωB97M-V with the def2-TZVPD basis set).

Cartesian coordinates (Å):
C: -0.091 -1.588 -0.112
C: -1.012 -0.601 0.566
O: -2.350 -0.071 0.339
C: -1.234 0.566 -0.269
C: -0.164 1.607 0.081
C: 1.114 0.789 -0.159
O: 1.528 0.004 0.944
C: 1.162 -0.735 -0.248
H: 0.158 -2.524 0.392
H: -0.523 -1.871 -1.091
H: -0.778 -0.439 1.651
H: -1.319 0.333 -1.342
H: -0.183 2.551 -0.481
H: -0.231 1.849 1.157
H: 1.923 1.331 -0.637
H: 1.999 -1.199 -0.790

Forces on the atoms, in the same order (eV/Å):
C -0.83 -0.25 -0.60
C -0.45 -0.14 1.49
O 0.01 -0.22 0.35
C 0.82 -0.13 -0.54
C -1.04 0.15 0.43
C 0.08 -0.48 -0.05
O 0.33 -0.62 -0.41
C 0.20 1.13 -0.04
H -0.19 0.13 0.33
H 0.47 0.20 0.21
H 0.01 0.01 -1.26
H 0.53 0.30 0.28
H 0.01 -0.39 -0.03
H 0.18 -0.01 -0.43
H 0.10 -0.03 -0.05
H -0.22 0.33 0.33

Values from the calculation:
frontier orbital gap: 0.4019 hartree
ΔE to the lowest compared entry with this formula, charge and spin: 89.4 kcal/mol
SMILES: C1[C@@H]2O[C@H]2C[C@H]2O[C@@H]12

These are the natural (NBO) partial charges, in e, on atoms 1 to 6: -0.46, 0.04, -0.46, 0.05, -0.45, 0.06

3.
Entry from the OMol25 dataset: a 2-piece molecular cluster, C4H7NO2 overall at a distorted geometry (ωB97M-V with the def2-TZVPD basis set).

Cartesian coordinates (Å):
N: -1.805 1.956 -0.480
C: -2.281 0.843 -0.434
C: -2.781 -0.409 -0.408
O: -2.149 -1.208 0.578
H: -1.949 2.708 0.159
H: -3.481 -0.750 -1.101
H: -1.401 -1.594 0.175
C: 1.256 -0.401 0.882
C: 1.476 -1.608 -0.027
O: 0.716 -1.998 -0.841
H: 2.097 -0.329 1.507
H: 0.882 0.455 0.307
H: 0.399 -0.600 1.539
H: 2.426 -1.955 0.213

Forces on the atoms, in the same order (eV/Å):
N 1.21 -0.70 -0.71
C -1.55 -1.06 0.07
C 2.73 2.48 1.57
O -1.93 0.59 0.05
H -0.78 0.31 0.44
H -1.08 -0.71 -0.66
H 1.51 -0.95 -0.85
C -2.35 -0.89 -0.85
C -0.92 3.06 1.79
O -1.06 -1.03 -1.28
H 1.19 0.93 0.60
H 0.75 0.14 0.12
H 0.04 -0.24 0.01
H 2.24 -1.95 -0.30

Values from the calculation:
frontier orbital gap: 0.3444 hartree
ΔE to the lowest compared entry with this formula, charge and spin: 87.7 kcal/mol
SMILES: N=C=CO.CC=O

These are the natural (NBO) partial charges, in e, on atoms 1 to 6: -0.64, 0.40, -0.14, -0.70, 0.39, 0.20

4.
Entry from the OMol25 dataset: C12H22Cl8Mg2O4 as an isolated structure at a distorted geometry (ωB97M-V with the def2-TZVPD basis set).

Cartesian coordinates (Å):
Mg: -2.745 -2.846 -0.823
Mg: -2.954 -0.171 -2.925
C: -0.294 0.394 0.463
C: -1.298 -0.413 -0.298
O: -1.911 0.056 -1.318
O: -1.534 -1.603 0.060
H: -0.132 -0.103 1.419
H: -0.661 1.409 0.588
H: 0.671 0.424 -0.042
C: -1.505 -3.739 -4.457
C: -1.919 -3.337 -3.078
O: -1.861 -4.111 -2.095
O: -2.479 -2.192 -2.844
H: -2.383 -4.136 -4.974
H: -0.795 -4.562 -4.472
H: -1.095 -2.890 -5.000
Cl: 2.917 -2.456 1.720
C: 1.762 -3.201 0.585
C: 1.409 -4.652 0.866
Cl: 0.321 -4.743 2.284
H: 2.288 -3.168 -0.374
H: 0.878 -2.581 0.473
H: 2.264 -5.247 1.168
H: 0.878 -5.062 0.013
Cl: -1.309 0.462 5.787
C: -0.094 0.191 4.490
C: -0.065 -1.281 4.076
Cl: 0.106 -2.404 5.432
H: 0.881 0.439 4.900
H: -0.418 0.861 3.701
H: 0.778 -1.440 3.403
H: -0.961 -1.556 3.518
Cl: -0.543 6.135 -0.739
C: -0.433 5.963 1.048
C: 0.338 4.714 1.395
Cl: 0.361 4.503 3.167
H: -1.460 5.832 1.384
H: -0.043 6.901 1.424
H: 1.383 4.773 1.102
H: -0.171 3.859 0.960
Cl: 1.801 0.530 -2.824
C: 2.132 2.265 -2.508
C: 1.000 3.129 -3.051
Cl: -0.471 2.937 -2.107
H: 3.035 2.586 -3.024
H: 2.265 2.372 -1.437
H: 0.795 2.977 -4.106
H: 1.273 4.179 -2.928

Forces on the atoms, in the same order (eV/Å):
Mg 1.52 -0.15 0.19
Mg 1.92 -0.81 0.97
C -0.31 -0.33 0.21
C 0.03 -0.44 -0.42
O -0.87 0.67 -0.57
O -0.54 -0.24 0.18
H -0.05 0.15 0.04
H 0.06 0.06 0.00
H -0.09 -0.01 -0.35
C 0.20 0.09 0.14
C 0.11 -1.70 -0.20
O -0.17 0.23 -0.16
O -1.43 2.14 -0.10
H -0.16 0.28 0.01
H 0.11 0.11 0.38
H -0.12 -0.01 -0.11
Cl -0.42 -0.10 0.13
C 0.75 -0.35 -0.91
C -0.12 0.70 0.79
Cl -0.35 0.04 -0.01
H -0.08 -0.07 0.02
H -0.12 0.05 0.36
H 0.17 0.00 -0.44
H 0.13 -0.18 -0.03
Cl 0.10 0.07 -0.17
C -0.29 -0.78 0.88
C -0.20 0.37 -0.58
Cl 0.10 0.07 -0.09
H -0.06 0.35 -0.06
H 0.37 -0.07 -0.29
H 0.14 -0.02 0.09
H -0.14 0.00 0.21
Cl 0.14 0.00 0.05
C -0.65 -0.07 -0.26
C 0.27 0.37 0.23
Cl -0.14 -0.09 0.06
H 0.04 0.21 0.10
H 0.25 -0.15 0.17
H -0.08 -0.09 -0.27
H 0.19 -0.09 -0.06
Cl 0.13 0.01 -0.01
C -0.54 0.40 -0.56
C 0.90 0.51 0.28
Cl -0.87 -0.43 0.06
H 0.16 -0.42 0.00
H -0.05 0.10 0.04
H -0.02 -0.29 0.03
H 0.09 -0.05 0.02

Values from the calculation:
frontier orbital gap: 0.1446 hartree
net charge: +2
ΔE to the lowest compared entry with this formula, charge and spin: 0.0 kcal/mol

These are the natural (NBO) partial charges, in e, on atoms 1 to 6: 1.83, 1.91, -0.74, 0.89, -0.98, -0.87

5.
Entry from the OMol25 dataset: C25H32BF4N2O2PPtSi as an isolated structure (ωB97M-V with the def2-TZVPD basis set).

Cartesian coordinates (Å):
Pt: 0.801 0.177 -0.108
C: -1.921 4.386 0.621
C: -1.101 3.215 1.019
O: -1.592 1.967 0.715
C: 0.045 3.286 1.714
C: 0.788 2.204 2.320
C: 1.435 2.480 3.646
N: 0.878 1.021 1.800
N: 1.415 0.057 2.651
C: 1.344 -1.143 2.177
O: 0.848 -1.459 0.998
C: 1.839 -2.273 2.990
C: 2.355 -2.059 4.267
C: 2.834 -3.124 5.009
C: 2.804 -4.410 4.486
C: 2.292 -4.627 3.215
C: 1.812 -3.563 2.467
H: -2.133 4.347 -0.446
H: -1.384 5.302 0.849
H: -2.871 4.379 1.161
H: 0.358 4.283 1.988
H: 1.299 3.522 3.927
H: 2.497 2.240 3.604
H: 1.002 1.839 4.414
H: 2.372 -1.053 4.661
H: 3.234 -2.952 6.001
H: 3.181 -5.241 5.068
H: 2.268 -5.628 2.804
H: 1.416 -3.722 1.474
F: 0.985 1.941 -1.242
B: -0.079 2.464 -2.181
F: 0.563 2.718 -3.371
F: -0.591 3.600 -1.598
F: -1.030 1.458 -2.293
C: 1.282 -0.364 -3.562
P: 1.215 -1.091 -1.909
C: 0.079 -2.493 -2.068
C: 2.863 -1.801 -1.639
C: 3.909 -0.917 -1.368
C: 5.185 -1.398 -1.131
C: 5.427 -2.766 -1.149
C: 4.391 -3.649 -1.412
C: 3.112 -3.168 -1.659
H: 1.567 -1.140 -4.273
H: 2.011 0.443 -3.586
H: 0.310 0.053 -3.815
H: 0.375 -3.163 -2.876
H: -0.908 -2.085 -2.289
H: 0.031 -3.035 -1.124
H: 3.715 0.149 -1.330
H: 5.990 -0.706 -0.920
H: 6.422 -3.142 -0.953
H: 4.576 -4.715 -1.420
H: 2.311 -3.870 -1.854
C: -6.851 1.700 -0.447
Si: -5.300 1.556 -1.486
C: -5.228 -0.105 -2.347
C: -5.201 2.954 -2.726
C: -3.820 1.689 -0.408
C: -2.763 1.850 0.148
H: -7.745 1.554 -1.056
H: -6.916 2.685 0.019
H: -6.855 0.953 0.349
H: -6.073 -0.236 -3.025
H: -5.244 -0.920 -1.621
H: -4.306 -0.186 -2.926
H: -6.024 2.911 -3.443
H: -4.260 2.902 -3.278
H: -5.243 3.921 -2.222

Forces on the atoms, in the same order (eV/Å):
Pt 0.17 0.30 -0.27
C -0.17 0.04 0.06
C 0.10 0.05 0.16
O -0.06 -0.12 0.09
C -0.11 0.18 -0.18
C 0.12 -0.38 0.01
C -0.06 0.08 0.05
N -0.16 -0.06 -0.04
N 0.18 -0.22 0.33
C -0.15 0.25 -0.13
O 0.17 0.28 -0.06
C 0.05 -0.15 0.10
C -0.03 0.01 -0.03
C 0.01 -0.01 0.01
C 0.00 0.01 0.00
C 0.00 -0.02 0.01
C 0.01 0.04 0.02
H -0.07 0.04 0.15
H 0.01 0.01 0.01
H 0.01 0.00 0.03
H 0.02 0.00 -0.02
H 0.01 -0.01 -0.01
H 0.00 -0.02 0.00
H -0.02 0.02 0.01
H 0.00 0.00 0.00
H 0.00 0.00 0.00
H 0.00 0.00 0.00
H 0.00 0.00 0.00
H 0.00 0.00 -0.01
F -0.21 -0.11 0.18
B -0.07 0.00 -0.34
F 0.02 -0.06 0.08
F 0.24 -0.08 -0.22
F 0.15 0.00 0.01
C 0.02 0.03 0.07
P -0.10 -0.30 0.07
C -0.02 0.10 -0.04
C -0.02 0.00 -0.06
C 0.00 -0.03 -0.01
C 0.00 0.01 0.00
C 0.00 0.00 0.00
C 0.00 0.00 0.00
C 0.00 0.00 0.02
H 0.00 0.01 0.00
H 0.01 0.03 0.01
H -0.04 0.01 -0.01
H 0.01 0.01 0.00
H -0.01 -0.01 0.02
H 0.00 0.02 0.02
H 0.01 0.00 0.01
H 0.00 0.00 0.00
H 0.00 0.00 0.00
H 0.00 0.00 0.00
H 0.00 0.00 0.00
C 0.06 -0.01 -0.02
Si 0.03 -0.02 -0.03
C -0.01 0.06 0.04
C -0.02 -0.05 0.04
C -0.07 0.03 0.06
C 0.02 0.08 -0.13
H 0.00 0.00 -0.01
H 0.01 0.00 0.00
H -0.01 -0.01 -0.01
H 0.00 0.01 0.00
H 0.00 0.00 0.00
H 0.00 0.00 0.00
H -0.01 -0.01 0.00
H 0.00 0.00 0.00
H 0.01 0.00 0.00

Values from the calculation:
frontier orbital gap: 0.2992 hartree
ΔE to the lowest compared entry with this formula, charge and spin: 15.7 kcal/mol

These are the natural (NBO) partial charges, in e, on atoms 1 to 6: 0.76, -0.69, 0.45, -0.51, -0.37, 0.33

6.
Entry from the OMol25 dataset: an isolated ion of composition C5H12NS and charge +1 at a distorted geometry (ωB97M-V with the def2-TZVPD basis set).

Cartesian coordinates (Å):
C: -0.660 -0.441 -0.150
C: 1.855 -0.248 -0.520
C: -1.929 1.790 -0.247
C: 0.922 -2.364 0.373
C: -1.182 0.767 0.558
N: 0.668 -0.951 0.234
S: 2.291 1.330 0.079
H: -1.177 -0.803 -1.000
H: 1.668 -0.336 -1.579
H: -2.480 2.513 0.373
H: -2.658 1.493 -1.090
H: -1.168 2.408 -0.694
H: -0.222 -2.704 0.483
H: 1.302 -2.732 -0.498
H: 1.500 -2.706 1.291
H: -1.817 0.255 1.309
H: -0.318 1.325 1.065
H: 0.879 -0.529 1.137
H: 2.527 1.932 -1.123

Forces on the atoms, in the same order (eV/Å):
C 0.38 0.96 0.31
C -1.27 0.37 -0.16
C -1.31 0.90 -1.49
C -4.46 -1.94 2.96
C 1.02 -0.89 1.23
N 2.47 3.74 0.21
S 0.03 -0.44 -0.44
H 0.11 -0.85 -0.72
H 0.38 -0.25 -0.21
H 0.07 -0.58 0.14
H 1.25 -0.12 1.47
H 0.22 0.27 -0.64
H 2.77 -0.31 -0.08
H 1.11 -1.17 -2.27
H -0.63 0.99 -1.28
H -0.01 0.79 0.30
H -1.33 -0.96 -0.30
H -0.71 -0.10 0.53
H -0.07 -0.41 0.42

Values from the calculation:
frontier orbital gap (alpha / beta): 0.3352 / 0.3470 hartree
net charge: +1
ΔE to the lowest compared entry with this formula, charge and spin: 26.0 kcal/mol
multiplicity: 3

These are the natural (NBO) partial charges, in e, on atoms 1 to 6: 0.08, -0.20, -0.62, -0.41, -0.50, -0.45

What did the second record say?
Entry from the OMol25 dataset: one molecule with the formula C6H8O2 at a distorted geometry (ωB97M-V with the def2-TZVPD basis set).

Cartesian coordinates (Å):
C: -0.091 -1.588 -0.112
C: -1.012 -0.601 0.566
O: -2.350 -0.071 0.339
C: -1.234 0.566 -0.269
C: -0.164 1.607 0.081
C: 1.114 0.789 -0.159
O: 1.528 0.004 0.944
C: 1.162 -0.735 -0.248
H: 0.158 -2.524 0.392
H: -0.523 -1.871 -1.091
H: -0.778 -0.439 1.651
H: -1.319 0.333 -1.342
H: -0.183 2.551 -0.481
H: -0.231 1.849 1.157
H: 1.923 1.331 -0.637
H: 1.999 -1.199 -0.790

Forces on the atoms, in the same order (eV/Å):
C -0.83 -0.25 -0.60
C -0.45 -0.14 1.49
O 0.01 -0.22 0.35
C 0.82 -0.13 -0.54
C -1.04 0.15 0.43
C 0.08 -0.48 -0.05
O 0.33 -0.62 -0.41
C 0.20 1.13 -0.04
H -0.19 0.13 0.33
H 0.47 0.20 0.21
H 0.01 0.01 -1.26
H 0.53 0.30 0.28
H 0.01 -0.39 -0.03
H 0.18 -0.01 -0.43
H 0.10 -0.03 -0.05
H -0.22 0.33 0.33

Values from the calculation:
frontier orbital gap: 0.4019 hartree
ΔE to the lowest compared entry with this formula, charge and spin: 89.4 kcal/mol
SMILES: C1[C@@H]2O[C@H]2C[C@H]2O[C@@H]12

These are the natural (NBO) partial charges, in e, on atoms 1 to 6: -0.46, 0.04, -0.46, 0.05, -0.45, 0.06